C32H46BN13NiO7 as an isolated structure, computed with ωB97M-V/def2-TZVPD.

Output
- E: -109351.0508 eV
- HOMO level (alpha / beta): -0.3124 / -0.3119 Eh
- Gap between HOMO and LUMO (alpha / beta): 7.526 / 7.502 eV
- Energy above the lowest of the compared OMol25 structures with the same formula, charge and spin: 0.0 kcal/mol
- 2S+1: 3

```
100
Properties=species:S:1:pos:R:3:forces:R:3:mulliken_charge:R:1
N -5.69858 2.67251 -2.16516 0.024 0.007 0.001 -0.39
H 2.13128 5.38232 0.60591 0.010 0.004 0.005 0.37
H 1.17845 -5.59205 1.49535 -0.004 -0.008 0.014 0.36
C -2.66275 1.91760 -0.68507 0.082 -0.042 -0.124 0.90
H 0.38718 0.55576 -4.11876 -0.003 -0.014 -0.014 0.69
H 0.87484 4.52596 3.34597 0.008 0.005 0.024 0.52
N -1.57210 1.56908 -0.53049 0.050 -0.006 -0.003 -0.35
H 2.04986 2.99599 5.21437 0.005 0.003 -0.002 0.42
H 3.79670 -0.94333 -3.77399 0.011 0.000 -0.004 0.39
C 5.19429 0.16606 1.13825 0.027 0.000 -0.019 -1.55
H -6.05228 3.27410 -1.44318 -0.002 -0.005 0.005 0.25
H 1.46447 3.71211 -1.10682 0.011 -0.006 0.000 0.38
C -1.04755 -4.54743 0.36235 -0.005 0.013 -0.028 -1.75
H 2.79499 -1.26694 4.59121 0.002 0.014 -0.004 0.29
C -4.77087 -2.85169 -0.02220 -0.010 0.033 0.010 -1.20
H -1.42875 5.24180 1.70036 0.011 0.003 0.015 0.39
H -1.79541 -3.82891 0.03097 0.007 -0.042 0.005 0.32
H 2.48460 2.53949 -3.17973 -0.007 0.007 0.013 0.22
H -0.19983 3.16759 -1.27024 -0.051 -0.052 0.001 -0.22
Ni -0.01023 0.26418 0.14888 -0.083 0.110 -0.415 0.84
C 0.93127 3.59876 2.80307 0.098 -0.020 -0.038 -1.08
N 1.96244 0.32630 -0.54200 -0.130 0.035 0.114 1.19
O -6.33719 -3.64673 1.44761 -0.041 0.041 -0.021 -0.64
N -2.19573 -1.03641 1.87029 -0.121 0.052 -0.109 0.81
H 5.13662 -0.72522 1.76327 0.002 -0.006 0.003 0.26
C 0.71234 0.45046 -3.08164 -0.006 0.022 0.038 -1.75
O -1.46762 -0.05553 1.71157 0.229 0.027 0.098 -0.40
N -3.91952 1.46595 -3.00942 0.007 -0.005 0.103 -0.23
H 0.25266 -0.45015 -2.67963 -0.003 -0.017 -0.001 -0.01
O -1.21896 -1.00850 -0.91936 -0.009 0.070 0.212 0.37
H 1.12946 -0.85112 4.99326 -0.014 0.000 0.020 0.14
C 1.46822 2.41641 3.25962 -0.051 -0.105 0.046 0.16
C 0.64548 -3.46288 -1.15734 0.032 -0.004 -0.010 -1.76
H 1.68843 -2.51104 5.19325 0.012 -0.003 0.001 0.43
N 2.76846 0.28113 0.56462 -0.028 -0.061 -0.038 0.28
N 1.36646 -1.06380 2.16798 0.152 -0.048 -0.021 1.21
C 0.36995 -3.97533 0.25606 0.007 0.016 0.029 2.87
H 0.84437 6.44232 0.01079 -0.005 0.006 -0.007 0.46
C 2.70887 -0.86235 -3.78543 0.002 0.001 -0.010 -1.74
C 2.81824 1.63619 -3.69341 0.017 -0.003 0.008 -1.69
H -4.37998 -2.37264 2.02465 0.004 0.005 -0.004 0.71
N 0.80518 2.08649 1.16256 -0.180 -0.250 0.313 -0.14
C 0.56605 3.36011 1.46663 0.040 0.075 -0.066 -0.35
O -2.42038 -1.50422 2.95887 -0.002 -0.001 0.020 -0.64
H -4.91609 -3.20552 -2.13467 -0.005 -0.008 -0.012 0.67
C -3.20200 -2.05105 -1.61519 -0.208 0.039 -0.091 -0.91
C 4.08856 0.24796 -1.20165 -0.019 0.023 0.015 -1.33
O -3.08869 -2.89851 -3.74417 -0.204 0.080 -0.056 -0.64
C 2.74401 0.31269 -1.60806 -0.037 0.017 -0.049 -0.90
H 3.90890 1.62166 -3.67933 0.011 0.002 -0.004 0.34
C 1.36698 -5.11495 0.53341 -0.024 0.009 0.005 -1.90
O -6.62555 -4.03631 -0.65304 -0.038 0.042 0.000 -0.65
H 3.08982 1.75688 4.49910 0.005 -0.008 -0.003 0.26
H 0.94835 6.05911 1.72976 -0.013 0.020 -0.001 0.37
H -4.44474 1.26341 -3.84115 0.003 -0.010 -0.004 0.26
H -1.28253 -4.83030 1.39016 0.007 -0.010 0.016 0.32
H 5.20363 1.03322 1.79880 0.002 0.005 0.004 0.27
H -1.14051 -5.43590 -0.26577 0.000 -0.006 -0.011 0.50
C 0.42065 4.00354 -0.97296 0.059 0.014 0.020 -1.59
H 2.39101 -4.73883 0.53425 0.006 -0.002 -0.002 0.35
C -4.34758 -2.74920 -1.33793 -0.012 0.062 0.009 -0.65
H 2.38113 -0.81406 -4.82587 -0.005 -0.002 -0.012 0.46
H -0.00217 -2.63541 -1.43128 0.030 -0.029 -0.007 -0.19
C -2.34260 -1.46562 -0.61672 0.048 0.012 0.060 0.57
N 0.89861 -1.62977 1.02518 -0.085 0.024 0.039 -0.20
H -1.96642 4.03264 0.53727 -0.016 0.001 0.005 0.15
H 4.96582 0.22585 -1.82484 0.019 0.002 -0.010 0.57
C 1.33512 -1.95467 3.17786 -0.027 0.022 0.031 0.22
B 2.21155 0.23443 2.01841 -0.094 -0.050 0.029 -0.49
C 0.85272 -3.14157 2.66982 0.023 0.057 -0.007 -1.06
N -3.88452 2.36086 -0.83344 -0.054 0.107 0.044 -0.96
C 2.23401 0.38354 -3.02806 0.004 -0.001 0.005 3.04
C -1.28184 4.86518 0.68665 -0.011 -0.032 -0.051 -1.70
H 3.11306 0.19811 2.80526 0.017 0.009 -0.009 -0.18
H -3.09016 0.90761 -2.84760 0.053 -0.021 -0.084 -0.06
H 1.67824 -3.11798 -1.24001 0.011 0.004 -0.003 0.38
C -4.04471 -2.27951 1.00243 -0.025 -0.001 -0.043 -0.10
H 0.33087 1.30623 -2.52102 0.010 0.021 -0.020 0.01
N -2.82450 -1.95666 -3.02539 0.625 -0.352 0.204 1.09
H -6.18083 2.62175 -3.04232 -0.001 0.003 0.000 0.19
H 0.73431 -4.06584 3.20861 0.004 -0.016 0.018 0.54
N -6.00797 -3.56047 0.28063 0.102 -0.123 0.029 1.06
H 1.49304 1.32691 5.10144 -0.007 -0.005 0.023 0.11
H 6.13327 0.14141 0.58823 0.001 -0.001 -0.002 0.43
H 0.21118 4.84364 -1.63958 0.003 0.001 -0.010 0.55
H 0.49623 -4.27663 -1.87084 0.005 -0.011 -0.010 0.49
C 1.76539 -1.62565 4.56519 0.012 -0.023 -0.002 -1.49
H 2.49070 1.69226 -4.73353 -0.003 0.002 -0.013 0.47
H 2.29476 -1.76747 -3.33852 -0.006 -0.009 0.015 0.17
O -2.21623 -0.96515 -3.39426 -0.335 0.210 -0.106 -0.62
C 2.06036 2.10387 4.59104 0.023 0.032 -0.001 -1.37
C 0.17393 4.43760 0.47253 -0.031 -0.002 0.034 2.90
H 1.27865 -5.87567 -0.24469 -0.008 -0.010 -0.003 0.47
H -1.54755 5.66064 -0.01371 -0.002 0.008 -0.002 0.46
N 1.38177 1.51727 2.26073 0.108 0.191 -0.120 1.33
C 1.08153 5.65327 0.72720 -0.039 0.009 0.026 -1.95
C -2.88700 -1.59124 0.71539 0.051 0.022 0.014 0.02
C -4.46845 2.15500 -1.99569 -0.041 -0.093 -0.069 0.45
C 4.05692 0.22899 0.17498 0.017 -0.010 0.067 0.56
C 0.62413 -2.90397 1.30308 -0.004 -0.071 -0.058 -0.38
```
Forces are in eV/Å.